[1]
19
Properties=species:S:1:pos:R:3 method="wB97M-V/def2-TZVPD" orbital_gap_ha="0.311 / 0.311" molar_mass_g_mol=113.2 e_above_lowest_kj_mol=423.1 homo_energy_ev="-7.4 / -7.4"
N 0.1340 -1.0804 0.6115
N -0.7040 1.1289 0.5378
N -0.6359 2.3901 0.0865
C -0.5948 -1.1495 -0.8347
C -0.1115 -1.1421 -2.0706
C 0.2382 0.2669 0.2031
C 1.6381 0.6823 -0.2082
C -0.6932 -1.3172 1.7648
H 0.6631 -0.4665 -2.4043
H 1.6263 1.2877 -1.1155
H -0.7747 -2.3902 1.9210
H 2.0989 1.2528 0.6018
H 0.2782 2.8075 -0.0802
H -0.6305 -1.6762 -2.8486
H -0.2567 -0.7789 2.6181
H -1.2850 3.0058 0.5524
H -1.7194 -0.9327 1.6833
H -1.5140 -1.6868 -0.6316
H 2.2430 -0.2014 -0.3867

[2]
19
Properties=species:S:1:pos:R:3 method="wB97M-V/def2-TZVPD" orbital_gap_ha=0.327 molar_mass_g_mol=113.2 e_above_lowest_kj_mol=14.5 homo_energy_ev=-8.0
N -2.2096 -0.3292 0.1687
N 1.8817 0.6954 1.0192
N 2.3753 0.1130 -1.1119
C -0.9437 0.2396 0.2013
C 0.1384 -0.4193 -0.2530
C -0.9250 1.6108 0.8090
C 0.0069 -1.7681 -0.9214
C 1.5139 0.1178 -0.1735
H -0.4200 -2.4990 -0.2336
H 0.9855 -2.1291 -1.2295
H 2.0247 -0.2421 -1.9958
H -2.3313 -1.1040 -0.4630
H -1.1818 1.5555 1.8668
H -0.6311 -1.7194 -1.8072
H 2.8679 0.8947 1.0865
H 1.4440 0.3445 1.8544
H 0.0497 2.0739 0.7056
H -1.6685 2.2405 0.3188
H -2.9769 0.3244 0.1588

[3]
19
Properties=species:S:1:pos:R:3 method="wB97M-V/def2-TZVPD" orbital_gap_ha=0.330 molar_mass_g_mol=113.2 e_above_lowest_kj_mol=399.4 homo_energy_ev=-7.9
N -0.2296 1.4967 -0.2870
N 1.7195 -1.1850 0.1333
N -1.6697 -1.4877 -0.7233
C 0.5012 -0.5097 0.5153
C 0.7243 0.5306 -0.5595
C -1.0239 -0.6857 0.4291
C 2.3263 0.1153 -0.2866
C -1.3665 0.9597 0.4038
H -2.5988 -1.4503 -0.3843
H 0.5865 -0.0481 1.5700
H -2.3311 1.2794 -0.0410
H 0.5458 -0.0433 -1.5388
H -1.2252 1.3898 1.4608
H 2.6902 0.8177 0.5170
H -1.6260 -1.0108 -1.6676
H 2.9114 0.0246 -1.1952
H 2.0081 -1.6594 0.9973
H -1.5603 -0.9482 1.4092
H -0.3820 2.4146 -0.7525

[4]
19
Properties=species:S:1:pos:R:3 method="wB97M-V/def2-TZVPD" orbital_gap_ha=0.343 molar_mass_g_mol=113.2 e_above_lowest_kj_mol=300.0 homo_energy_ev=-8.4
N 0.5894 -0.6862 -0.8834
N 0.7735 -0.8933 0.5969
N -0.3690 0.3580 -1.0745
C 0.0462 -1.9236 -1.3369
C 0.2877 1.5228 -1.7019
C 0.0507 -0.0389 1.2056
C 0.1742 -0.0699 2.7377
C -0.8575 0.7408 0.2705
H -0.4649 2.3511 -1.6415
H 0.5054 -2.1713 -2.3359
H -0.7097 1.8085 0.3805
H 0.4646 -2.6030 -0.6978
H -0.0975 0.8839 3.1730
H 1.2348 -0.1676 2.9379
H 0.6136 1.2283 -2.6949
H -0.3914 -0.8984 3.0611
H -1.1350 -1.8046 -1.3349
H 1.1721 1.8948 -1.1708
H -1.8870 0.4686 0.5095

[5]
19
Properties=species:S:1:pos:R:3 method="wB97M-V/def2-TZVPD" orbital_gap_ha="0.301 / 0.301" molar_mass_g_mol=113.2 e_above_lowest_kj_mol=461.1 homo_energy_ev="-7.7 / -7.6"
N -0.1845 -1.4507 0.7013
N 0.7692 1.7309 -1.2146
N -0.4474 1.7672 0.7806
C 1.2618 -0.0989 0.3309
C 0.4171 0.9782 -0.0477
C 0.0415 -1.2574 -1.7810
C 0.1568 -0.7100 -0.3895
C -1.0532 -0.9858 1.7728
H -0.0045 1.8223 -1.8631
H 0.6118 -0.6742 -2.5027
H -0.1960 2.7449 0.6932
H 1.9340 -0.4495 1.1008
H -1.7776 -0.2332 1.4503
H -1.0047 -1.2912 -2.0942
H 0.4247 -2.2814 -1.7766
H 1.5807 1.3584 -1.6855
H -0.4264 1.4934 1.7530
H -0.5025 -0.6019 2.6404
H -1.6009 -1.8611 2.1318

[6]
19
Properties=species:S:1:pos:R:3 method="wB97M-V/def2-TZVPD" orbital_gap_ha=0.367 molar_mass_g_mol=113.2 e_above_lowest_kj_mol=633.3 homo_energy_ev=-9.3
N -0.1882 -0.3155 -0.2807
N 0.3717 1.5888 0.7370
N -1.6128 -0.9331 -0.0687
C 0.0273 0.4823 0.8317
C 0.7714 1.9318 -0.6829
C 0.5961 -1.5477 -0.0484
C -2.5735 -0.0065 -0.2068
C 2.0980 -1.1392 -0.1287
H -0.5140 -0.0861 1.8082
H 0.2203 -2.2822 -0.7010
H 1.9157 1.6425 -0.8145
H 2.6247 -0.9164 -1.1652
H 2.3581 -0.2548 0.6806
H -3.5546 -0.6762 -0.2706
H 0.0528 1.3117 -1.4838
H 3.0251 -1.6380 0.4309
H 0.3212 -1.9149 0.9418
H 0.6407 3.0151 -0.5334
H -2.6007 1.0943 -0.1962

[7]
20
Properties=species:S:1:pos:R:3 method="wB97M-V/def2-TZVPD" orbital_gap_ha=0.379 molar_mass_g_mol=129.2 e_above_lowest_kj_mol=174.2 homo_energy_ev=-9.7
O 2.2760 -0.1856 -0.5653
N -2.2140 -1.1512 -0.1539
N -0.0302 1.6423 -0.4148
N -4.3395 1.4078 0.5152
C -2.0635 0.2090 0.4402
C -2.1308 0.1711 1.9628
C -3.6029 -0.8398 -0.5822
C -0.8580 0.9323 -0.0084
C -3.3995 0.6567 -0.2599
H -3.8325 -1.0936 -1.6236
H -1.5966 -1.3088 -0.9448
H 1.5166 -0.6711 -0.9604
H -4.8441 0.8339 1.1843
H -5.0211 1.8768 -0.0710
H -4.3367 -1.3264 0.0775
H -1.2451 -0.3297 2.3731
H -3.1686 1.2174 -1.1734
H -2.2018 1.1855 2.3745
H 2.0722 0.7879 -0.6417
H -3.0190 -0.3954 2.2714

[8]
20
Properties=species:S:1:pos:R:3 method="wB97M-V/def2-TZVPD" orbital_gap_ha=0.305 molar_mass_g_mol=129.2 e_above_lowest_kj_mol=481.5 homo_energy_ev=-7.5
O -0.8511 -1.6630 0.8934
N 1.8268 1.0241 1.0696
N -0.4894 0.8563 1.2866
N -1.4365 0.4575 2.2823
C -0.0858 -0.4033 -0.9449
C 0.2456 0.9013 -1.5919
C -0.1618 -1.6014 -1.8441
C -0.2555 -0.5505 0.3951
C 0.7605 0.3481 1.5440
H -1.1081 -1.6105 -2.3905
H 0.6267 -1.6061 -2.6005
H 1.3225 0.9607 -1.8068
H 2.7525 0.6475 1.1790
H -1.1756 -1.4081 1.7795
H 1.7965 1.7236 0.3348
H -2.3161 0.9020 2.0506
H -1.0966 0.7852 3.1793
H -0.3036 1.0131 -2.5280
H -0.0850 -2.5471 -1.3148
H 0.0340 1.7703 -0.9731